Record 1
Here is a 10-piece molecular cluster, C41H62NO19 overall from OMol25. Energies are from wB97M-V/def2-TZVPD.

Geometry as ORCA input:
```
! RIJCOSX wB97M-V def2-TZVPD def2/J DEFGRID3
* xyz 1 1
C 38.0370 16.0320 33.6730
N 38.2930 16.0540 35.0640
C 37.1590 15.4280 35.8050
C 39.6670 15.4070 35.4400
C 38.4390 17.5460 35.3890
C 38.4410 17.8530 37.0400
O 38.3440 19.1940 36.9830
H 38.0980 15.1820 33.2400
H 38.9440 16.3650 33.0970
H 37.0670 16.5280 33.4600
H 37.5030 15.1840 36.8980
H 36.8600 14.4660 35.5180
H 36.1800 15.8920 35.7630
H 39.6530 14.4390 35.0330
H 39.9270 15.4550 36.4800
H 40.3940 15.9650 34.9650
H 37.5630 17.8940 35.0900
H 39.3250 18.0470 34.8250
H 39.3440 17.4630 37.2430
H 37.6820 17.2270 37.5550
H 38.4030 19.5970 37.9530
C 38.3300 13.4130 28.5110
C 37.1540 13.8660 29.3860
C 35.7890 13.2410 29.1140
O 34.8110 13.4530 29.8500
C 35.6460 12.3990 27.9950
C 36.7970 12.0600 27.1090
C 38.1670 12.5810 27.3310
O 39.0580 12.1390 26.6230
O 36.6860 11.5500 25.8310
O 37.2840 14.6370 30.4400
H 39.2910 13.8520 28.7430
H 34.7840 11.9050 27.7410
H 35.6350 11.2960 25.8300
H 36.3670 14.9030 30.8620
C 39.0160 12.0720 32.2600
C 39.1550 11.3120 30.8940
C 38.0710 10.4690 30.3550
O 38.2120 9.7180 29.3940
C 36.8470 10.5770 31.0770
C 36.6900 11.1210 32.4970
C 37.8480 11.8380 33.1560
O 37.6900 12.3440 34.2240
O 35.4910 11.0120 33.2240
O 40.4180 11.3930 30.2150
H 39.8850 12.9180 32.5770
H 35.9410 10.2350 30.6330
H 34.8780 10.5000 32.6950
H 40.4280 10.6060 29.3970
C 34.7340 18.0280 39.3110
C 34.8010 16.6300 38.6060
C 33.7090 16.3290 37.6440
O 33.7890 15.2830 37.0150
C 32.6800 17.1770 37.5630
C 32.5580 18.5420 38.0830
C 33.6790 18.8860 39.0880
O 33.7060 20.0300 39.4800
O 31.4880 19.3260 38.0010
O 35.7560 15.7100 38.9280
H 35.5760 18.1770 40.0380
H 31.9510 16.7780 36.8160
H 31.6940 20.1520 38.4570
H 35.4000 14.6940 38.6030
C 35.3570 20.9350 36.6900
C 34.7170 19.8150 35.8520
O 35.2420 18.7180 35.6110
C 33.5890 20.2030 34.9290
H 35.6940 20.4480 37.6260
H 34.9130 22.0330 36.9580
H 36.3540 21.2720 36.2130
H 33.3080 19.2610 34.4910
H 33.9010 20.9420 34.1620
H 32.7900 20.6260 35.6590
C 35.8250 10.9330 39.1130
C 35.5970 11.9720 38.0810
O 35.1920 13.0830 38.2330
C 35.5730 11.5090 36.5930
H 35.8310 11.4180 40.0990
H 36.8090 10.2290 39.0300
H 35.0180 10.2910 38.9270
H 35.4610 12.4070 35.8270
H 34.7070 10.7740 36.4950
H 36.3510 10.8950 36.5770
C 39.1480 21.9570 42.2240
C 38.0170 21.1070 41.6070
O 38.1420 20.2570 40.8030
C 36.6220 21.4190 42.1380
H 39.3340 21.4970 43.3310
H 38.7560 23.0690 42.3120
H 39.8760 21.6960 41.7420
H 35.9690 22.1000 41.6000
H 36.5980 21.9850 43.2490
H 35.9290 20.6690 42.1050
C 37.6330 20.2570 32.9060
C 38.7900 19.6760 32.1320
O 38.7510 18.4140 31.8450
C 40.0150 20.4150 31.8110
H 37.7520 20.4230 33.8750
H 36.7720 19.5930 32.7240
H 37.4040 21.0480 32.2230
H 40.8350 19.8190 31.4350
H 40.2820 20.8100 32.7470
H 40.0220 21.4330 31.1510
C 34.2180 14.0960 33.3370
C 34.1410 15.4820 32.7980
O 34.8960 15.6700 31.8520
C 33.3330 16.5700 33.5820
H 33.2060 13.7990 33.7130
H 35.0270 13.9210 34.1320
H 34.2540 13.4440 32.5500
H 33.4820 17.4570 32.7800
H 33.8730 16.7300 34.6010
H 32.3060 16.4290 33.2720
C 40.7640 24.5950 35.5240
C 40.3530 23.1880 35.9150
O 40.4740 22.2900 35.0720
C 39.5800 22.9000 37.2180
H 41.5540 24.8880 36.3880
H 39.7670 25.1160 35.4000
H 41.2710 24.3540 34.6400
H 38.6000 23.1900 37.3330
H 40.1970 23.1880 38.2570
H 39.4590 21.7550 37.2740
*
```

The HOMO energy comes out at -10.46 eV. The largest force on an atom is 11.85 eV/A. The calculation puts the total energy at -83889.60011 eV. The relative energy (zero: lowest compared OMol25 entry of this formula, charge and spin) is 65.4 kcal/mol. Its frontier orbital gap is 6.385 eV.

Löwdin atomic charge list, values in e, 99 entries: atom 1 (C): -0.04, atom 2 (N): -0.30, atom 3 (C): 0.01, atom 4 (C): 0.08, atom 5 (C): -0.03, atom 6 (C): -0.22, atom 7 (O): -0.07, atom 8 (H): 0.02, atom 9 (H): 0.14, atom 10 (H): 0.14, atom 11 (H): 0.14, atom 12 (H): 0.05, atom 13 (H): 0.10, atom 14 (H): 0.08, atom 15 (H): 0.10, atom 16 (H): 0.08, atom 17 (H): 0.04, atom 18 (H): 0.18, atom 19 (H): 0.06, atom 20 (H): 0.11, atom 21 (H): 0.17, atom 22 (C): 0.09, atom 23 (C): -0.16, atom 24 (C): -0.37, atom 25 (O): 0.07, atom 26 (C): 0.06, atom 27 (C): -0.14, atom 28 (C): -0.39, atom 29 (O): 0.12, atom 30 (O): 0.07, atom 31 (O): 0.08, atom 32 (H): 0.11, atom 33 (H): 0.08, atom 34 (H): 0.20, atom 35 (H): 0.14, atom 36 (C): 0.09, atom 37 (C): -0.12, atom 38 (C): -0.42, atom 39 (O): 0.12, atom 40 (C): 0.08, atom 41 (C): -0.07, atom 42 (C): -0.41, atom 43 (O): 0.08, atom 44 (O): 0.06, atom 45 (O): -0.02, atom 46 (H): 0.17, atom 47 (H): 0.11, atom 48 (H): 0.11, atom 49 (H): 0.24, atom 50 (C): 0.08, atom 51 (C): -0.10, atom 52 (C): -0.46, atom 53 (O): 0.08, atom 54 (C): 0.05, atom 55 (C): -0.13, atom 56 (C): -0.43, atom 57 (O): 0.08, atom 58 (O): 0.13, atom 59 (O): 0.02, atom 60 (H): 0.13, atom 61 (H): 0.15, atom 62 (H): 0.13, atom 63 (H): 0.16, atom 64 (C): -0.03, atom 65 (C): -0.47, atom 66 (O): 0.02, atom 67 (C): -0.01, atom 68 (H): 0.06, atom 69 (H): 0.14, atom 70 (H): 0.09, atom 71 (H): 0.05, atom 72 (H): 0.10, atom 73 (H): 0.12, atom 74 (C): -0.01, atom 75 (C): -0.47, atom 76 (O): 0.05, atom 77 (C): 0.00, atom 78 (H): 0.09, atom 79 (H): 0.15, atom 80 (H): 0.07, atom 81 (H): 0.11, atom 82 (H): 0.12, atom 83 (H): 0.01, atom 84 (C): 0.00, atom 85 (C): -0.52, atom 86 (O): 0.08, atom 87 (C): -0.04, atom 88 (H): 0.15, atom 89 (H): 0.14, atom 90 (H): -0.05, atom 91 (H): 0.07, atom 92 (H): 0.15, atom 93 (H): 0.02, atom 94 (C): 0.00, atom 95 (C): -0.42, atom 96 (O): -0.02, atom 97 (C): -0.03, atom 98 (H): 0.03, atom 99 (H): 0.10

---

Record 2
Here is a 4-piece molecular cluster, C41H64N3O8S overall from OMol25. Energies are from wB97M-V/def2-TZVPD.

Geometry as ORCA input:
```
! RIJCOSX wB97M-V def2-TZVPD def2/J DEFGRID3
* xyz 1 1
C -0.4287 -4.0779 2.3933
C 0.7930 -3.2874 1.9104
C 1.3351 -3.8474 0.5936
C 0.2672 -3.7218 -0.5113
C 0.8261 -3.2733 -1.8807
C 0.6189 -1.7620 -2.0928
C -0.4233 -1.3491 -3.1510
C -1.7407 -2.1276 -3.2109
C -2.5680 -2.2178 -1.9212
C -2.4839 -1.0156 -1.0048
C -3.0276 -1.3174 0.4123
C -3.9456 -0.2024 0.9484
C -3.3481 0.5674 2.1294
S -1.5892 0.9470 1.9275
C -1.2133 2.1594 3.2254
C 0.2175 2.6873 3.0596
C 1.1370 2.1750 4.1886
C 2.5253 1.7409 3.7044
C 2.4521 0.6647 2.6155
O 2.8349 1.2379 1.3760
C 2.6349 0.3275 0.2994
C -1.3373 1.9157 0.3772
O -2.4741 2.1099 -0.3669
C -3.0782 3.4060 -0.1828
C -4.1330 3.5420 -1.2650
C -3.4790 3.9666 -2.5965
H -0.8766 -3.5198 3.2131
H -1.1887 -4.1701 1.6283
H -0.0989 -5.0539 2.7224
H 0.4635 -2.2600 1.7433
H 1.5377 -3.3331 2.7004
H 2.2651 -3.3571 0.3174
H 1.5373 -4.9007 0.7727
H -0.4199 -2.9489 -0.1893
H -0.2405 -4.6722 -0.6281
H 1.8885 -3.4744 -1.9722
H 0.3233 -3.8497 -2.6481
H 1.5660 -1.3450 -2.4329
H 0.4414 -1.2947 -1.1264
H -0.6182 -0.2874 -2.9931
H 0.0599 -1.4061 -4.1213
H -1.5430 -3.1205 -3.5971
H -2.3426 -1.6411 -3.9772
H -2.3565 -3.1461 -1.4031
H -3.6100 -2.3064 -2.2245
H -3.0529 -0.2081 -1.4491
H -1.4709 -0.6436 -0.8891
H -2.1736 -1.4321 1.0772
H -3.5222 -2.2799 0.4255
H -4.8521 -0.6620 1.3323
H -4.2608 0.5033 0.1930
H -3.8970 1.4919 2.2912
H -3.4252 0.0029 3.0521
H -1.3738 1.6663 4.1760
H -1.9427 2.9591 3.1441
H 0.6204 2.4700 2.0742
H 0.1925 3.7671 3.1438
H 1.2774 2.9817 4.8986
H 0.6970 1.3300 4.7089
H 3.1184 1.3440 4.5230
H 3.0484 2.6113 3.3223
H 3.0926 -0.1833 2.8576
H 1.4187 0.3151 2.5129
H 3.4433 -0.4018 0.2883
H 1.6688 -0.1777 0.3956
H 2.6610 0.8959 -0.6209
H -0.8547 2.8675 0.5862
H -0.6316 1.3378 -0.2112
H -3.5101 3.4956 0.8142
H -2.3092 4.1594 -0.3604
H -4.5653 2.5541 -1.4011
H -4.9348 4.1993 -0.9492
H -4.0068 3.4997 -3.4183
H -2.4347 3.6797 -2.6024
H -3.5963 5.0380 -2.7262
C 1.6116 4.9979 -0.3729
C 1.9168 6.2167 -0.9592
C 1.8347 6.3646 -2.3355
C 1.4389 5.2854 -3.1047
C 1.1378 4.0608 -2.5387
C 1.2285 3.9217 -1.1634
N 1.3272 5.4417 -4.5646
O 1.6179 6.5223 -5.0382
O 0.9460 4.4764 -5.2036
H 1.6779 4.8847 0.7023
H 2.2248 7.0515 -0.3466
H 2.0781 7.3108 -2.7949
H 0.8378 3.2252 -3.1552
H 1.0004 2.9707 -0.7048
C -4.7904 -9.2358 3.4022
C -5.3163 -8.7617 2.2077
C -4.5491 -7.9561 1.3826
C -3.2588 -7.6399 1.7685
C -2.7210 -8.0985 2.9578
C -3.4962 -8.9015 3.7780
N -2.4338 -6.8041 0.8861
O -2.9384 -6.3922 -0.1449
O -1.2918 -6.5624 1.2349
H -5.3907 -9.8695 4.0416
H -6.3244 -9.0229 1.9172
H -4.9550 -7.5866 0.4527
H -1.7128 -7.8399 3.2459
H -3.0893 -9.2702 4.7093
C 7.4257 2.1776 -2.6867
C 7.1883 3.2841 -3.4910
C 6.4468 4.3490 -3.0060
C 5.9558 4.2883 -1.7143
C 6.1768 3.1911 -0.9007
C 6.9174 2.1300 -1.3950
N 5.1858 5.4235 -1.1881
O 4.9818 6.3661 -1.9314
O 4.7885 5.3543 -0.0371
H 8.0102 1.3503 -3.0671
H 7.5840 3.3190 -4.4965
H 6.2606 5.2111 -3.6294
H 5.7822 3.1584 0.1044
H 7.1021 1.2663 -0.7709
*
```

The HOMO energy comes out at -11.70 eV. The largest force on an atom is 1.25 eV/A. The calculation puts the total energy at -75225.00651 eV. Its frontier orbital gap is 9.430 eV.

Löwdin atomic charge list, values in e, 99 entries: atom 1 (C): -0.11, atom 2 (C): -0.26, atom 3 (C): -0.19, atom 4 (C): -0.20, atom 5 (C): -0.17, atom 6 (C): -0.20, atom 7 (C): -0.20, atom 8 (C): -0.19, atom 9 (C): -0.19, atom 10 (C): -0.20, atom 11 (C): -0.18, atom 12 (C): -0.21, atom 13 (C): -0.31, atom 14 (S): 1.19, atom 15 (C): -0.32, atom 16 (C): -0.22, atom 17 (C): -0.18, atom 18 (C): -0.15, atom 19 (C): -0.23, atom 20 (O): -0.20, atom 21 (C): -0.09, atom 22 (C): -0.35, atom 23 (O): -0.17, atom 24 (C): -0.19, atom 25 (C): -0.20, atom 26 (C): -0.07, atom 27 (H): 0.07, atom 28 (H): 0.05, atom 29 (H): 0.07, atom 30 (H): 0.08, atom 31 (H): 0.10, atom 32 (H): 0.10, atom 33 (H): 0.11, atom 34 (H): 0.07, atom 35 (H): 0.10, atom 36 (H): 0.10, atom 37 (H): 0.10, atom 38 (H): 0.10, atom 39 (H): 0.07, atom 40 (H): 0.10, atom 41 (H): 0.11, atom 42 (H): 0.10, atom 43 (H): 0.11, atom 44 (H): 0.10, atom 45 (H): 0.12, atom 46 (H): 0.11, atom 47 (H): 0.07, atom 48 (H): 0.07, atom 49 (H): 0.11, atom 50 (H): 0.12, atom 51 (H): 0.09, atom 52 (H): 0.10, atom 53 (H): 0.11, atom 54 (H): 0.10, atom 55 (H): 0.10, atom 56 (H): 0.08, atom 57 (H): 0.12, atom 58 (H): 0.12, atom 59 (H): 0.11, atom 60 (H): 0.11, atom 61 (H): 0.12, atom 62 (H): 0.13, atom 63 (H): 0.10, atom 64 (H): 0.10, atom 65 (H): 0.06, atom 66 (H): 0.08, atom 67 (H): 0.09, atom 68 (H): 0.10, atom 69 (H): 0.12, atom 70 (H): 0.13, atom 71 (H): 0.10, atom 72 (H): 0.11, atom 73 (H): 0.07, atom 74 (H): 0.07, atom 75 (H): 0.08, atom 76 (C): -0.07, atom 77 (C): -0.07, atom 78 (C): 0.00, atom 79 (C): -0.14, atom 80 (C): 0.00, atom 81 (C): -0.08, atom 82 (N): -0.35, atom 83 (O): 0.09, atom 84 (O): 0.08, atom 85 (H): 0.10, atom 86 (H): 0.12, atom 87 (H): 0.13, atom 88 (H): 0.12, atom 89 (H): 0.07, atom 90 (C): -0.06, atom 91 (C): -0.06, atom 92 (C): 0.00, atom 93 (C): -0.15, atom 94 (C): 0.00, atom 95 (C): -0.06, atom 96 (N): -0.33, atom 97 (O): 0.07, atom 98 (O): 0.05, atom 99 (H): 0.11

---

| no. | E_LUMO (eV) |
| --- | --- |
| 1 | -4.1 |
| 2 | -2.3 |